Entry 1:
ORCA calculation (the ωB97M-V functional and the def2-TZVPD basis) on a cluster of 9 separate species, H18O9 in total in a non-equilibrium geometry.

```
27
Properties=species:S:1:pos:R:3:lowdin_charge:R:1
O 0.5574 1.7941 -1.9713 -0.0362
O -2.6426 -0.7158 -2.2442 -0.0505
O 5.1838 0.7868 0.7526 -0.0700
O -0.1825 -0.5820 -0.5322 -0.1050
O 0.6275 3.6636 0.7756 -0.0721
O -0.6709 -5.0712 -1.2560 -0.0478
O 0.3569 -2.3447 0.6544 -0.0234
O -2.5899 3.5265 0.0109 -0.0723
O -0.7678 -1.8511 3.5725 -0.0499
H 0.8962 2.5370 -1.4231 0.0312
H -0.0288 -2.9184 -0.0095 0.0406
H -0.0234 -0.5668 0.4527 0.0524
H 0.7633 2.0139 -2.8785 0.0566
H 0.0384 0.3141 -0.8508 0.0012
H 0.7329 3.3518 1.6704 0.0315
H 5.1268 1.5223 1.3580 0.0173
H -1.1299 -4.3267 -0.8188 0.0304
H -1.8086 4.0925 -0.1954 0.0368
H 0.0687 -1.5087 3.8974 0.0418
H -2.7712 3.1491 -0.8486 0.0164
H -2.5447 0.1746 -1.9695 -0.0052
H 1.2633 3.1458 0.1433 0.0733
H -0.1855 -2.5223 1.3476 -0.0325
H -0.9259 -1.3008 2.7781 0.0376
H 4.2829 0.3772 0.7696 0.0529
H -2.2690 -1.1830 -1.4843 0.0152
H -1.3572 -5.5578 -1.7007 0.0298
```

Summary:
ΔE to the lowest compared entry with this formula, charge and spin	406.7	kJ/mol
E_HOMO	-10.75	eV
total energy	-18717.92000	eV

Entry 2:
ORCA calculation (the ωB97M-V functional and the def2-TZVPD basis) on a structure of composition C20H31I2InLuNO3S2 in a non-equilibrium geometry.

```
61
Properties=species:S:1:pos:R:3:lowdin_charge:R:1
Lu 0.0117 1.1246 -2.7841 0.6178
I -0.2660 1.0413 -5.5534 0.7252
I -0.1606 -2.7789 1.4067 0.8684
In -0.1141 -0.1107 0.7069 0.2978
S -1.7359 -0.4006 -1.6608 0.5140
S 1.3245 -0.9297 -1.9243 0.5196
O 3.0954 1.0983 1.5502 0.1723
O 2.7562 3.3489 -2.3877 0.2107
O -1.6490 4.2109 -2.0978 0.2111
N 0.9862 0.2884 5.0388 -0.1666
C 3.1398 -1.0072 -2.0657 -0.9193
C -1.2023 0.9116 2.3971 -0.2046
C -4.1073 -1.0896 -0.5817 -0.0912
C -0.8229 1.3665 3.6685 -0.2486
C -1.0737 3.2413 -2.3625 -0.0068
C 3.7945 0.0934 -1.2455 -0.1102
C 3.5483 -2.3913 -1.5618 -0.0927
C -2.5423 0.9113 2.0575 -0.1504
C 3.4715 -0.8353 -3.5397 -0.0977
C 1.8489 2.6387 -2.5136 -0.0179
C 1.9951 0.9442 1.2072 0.0195
C 1.4670 -0.8905 4.2674 -0.0082
C -4.1293 -0.2612 -2.9354 -0.0867
C -3.7122 1.3864 -1.0920 -0.1120
C 1.9879 0.6733 6.0607 0.0297
C -3.1515 1.7288 4.2601 0.0001
C -3.5276 -0.0581 -1.5476 -0.8969
C -3.5330 1.3336 2.9679 0.0043
C -1.8069 1.7460 4.6032 0.0010
C 0.5997 1.4852 4.1252 -0.0613
H -5.1787 -0.8934 -0.4408 0.1211
H 2.9152 0.9818 5.5727 0.1255
H 0.7187 2.3878 4.7566 0.1551
H -3.6465 0.3851 -3.6754 0.0715
H -3.6147 -1.0785 0.3941 0.0585
H 3.2018 -2.5746 -0.5380 0.0751
H -1.5010 2.0538 5.6007 0.1387
H 0.1156 0.0166 5.5249 0.1914
H 4.6414 -2.4782 -1.5813 0.1190
H 2.9678 -1.5984 -4.1410 0.0978
H 0.7165 -1.2041 3.5299 -0.0103
H -3.9794 -2.0977 -0.9928 0.1019
H 4.5596 -0.9110 -3.6729 0.1216
H -2.8559 0.5731 1.0735 0.0254
H 2.4183 -0.6457 3.7804 0.1127
H -3.8433 2.0327 -1.9681 0.0917
H -4.5737 1.4663 -0.4130 0.1142
H -5.2008 -0.0232 -2.8943 0.1252
H 4.7695 0.3575 -1.6890 0.1249
H -4.0017 -1.2934 -3.2751 0.1011
H -4.5844 1.3528 2.6818 0.1333
H -3.9063 2.0298 4.9824 0.1388
H 3.2087 1.0206 -1.2585 0.0142
H 3.9478 -0.2233 -0.2096 0.0753
H 3.1206 -3.1779 -2.1922 0.1006
H 1.3245 1.5402 3.3070 0.0823
H 1.5798 1.4915 6.6601 0.1246
H 1.6170 -1.6986 4.9913 0.1301
H 2.1635 -0.1980 6.6925 0.1243
H 3.1369 0.1424 -3.9060 0.0635
H -2.8388 1.7709 -0.5594 0.0304
```

Summary:
charge	+4
ΔE to the lowest compared entry with this formula, charge and spin	0.0	kJ/mol
E_HOMO (spin up / spin down)	-19.93 / -19.94	eV
total energy	-105499.33041	eV

Entry 3:
ORCA calculation (the ωB97M-V functional and the def2-TZVPD basis) on a cluster of 9 separate species, C41H42Cl2N8 in total in a non-equilibrium geometry.

```
93
Properties=species:S:1:pos:R:3:lowdin_charge:R:1
Cl -3.1689 -2.0873 -0.8817 0.4870
Cl -4.9374 0.0519 0.0624 0.4859
N 1.7150 4.1841 -2.5973 0.0637
N -0.6420 1.6940 -4.3844 0.0568
N -0.6594 2.5165 3.8023 0.0524
N -3.0225 -2.5330 3.8320 0.0524
N 4.3753 -5.1634 -1.6902 0.0563
N -0.2551 -0.4293 0.1999 0.0625
N -2.1779 6.6817 0.5686 0.0517
N 1.5570 -4.5904 1.7873 0.0546
C -2.8768 -5.2614 4.2645 -0.0781
C -3.2798 5.0144 1.8810 -0.0678
C -0.1120 3.7132 3.9260 -0.1709
C 0.8190 -1.1737 0.4108 -0.1611
C 1.7289 3.0926 2.5447 -0.0741
C 3.1983 -5.1706 3.4451 -0.0641
C 1.1342 1.0821 -1.0876 -0.0562
C -1.3530 5.7479 0.1170 -0.1573
C 2.8764 6.0934 -3.4682 -0.0681
C -1.9352 2.4203 -6.2416 -0.0738
C -3.9237 -4.5260 4.7955 -0.0717
C 4.1331 -5.8527 -2.7976 -0.1639
C -3.4368 -0.8512 0.3543 -1.0328
C 2.4125 -4.2580 2.7551 -0.1543
C -1.9390 -4.6229 3.4628 -0.0654
C 2.8314 4.8123 -2.9306 -0.1549
C -1.7341 1.2186 -3.8181 -0.1514
C 3.0754 -6.5073 3.1060 -0.0724
C 1.1349 4.0148 3.3952 -0.0707
C -0.0229 1.5892 3.0700 -0.1434
C -3.0786 1.9476 -5.6212 -0.0875
C -0.0601 0.6893 -0.5024 -0.1777
C 1.7891 -5.4512 -2.6780 -0.0784
C 1.6924 6.8123 -3.5039 -0.0747
C 3.3334 -4.5877 -1.0936 -0.1629
C -1.4158 4.4139 0.4999 -0.0638
C -3.9521 -3.1639 4.5334 -0.1573
C 2.1863 -6.8715 2.1070 -0.0634
C 0.5149 6.1569 -3.1836 -0.0802
C -2.0573 -3.2579 3.2832 -0.1549
C 2.8613 -6.0792 -3.2950 -0.0767
C 0.5725 4.8461 -2.7540 -0.1715
C -0.7253 2.2548 -5.5887 -0.1522
C 2.0361 -4.6560 -1.5762 -0.0853
C -3.1234 6.3203 1.4300 -0.1560
C 2.2470 0.3131 -0.7990 -0.0695
C 1.1529 1.8456 2.3853 -0.0709
C -2.9985 1.3111 -4.3977 -0.0578
C 2.0890 -0.8411 -0.0500 -0.0731
C 1.4240 -5.8879 1.5168 -0.1761
C -2.3963 4.0613 1.4107 -0.0928
H 2.6721 3.3136 2.0593 0.1064
H -2.0315 2.9829 -7.1607 0.1001
H -4.7665 -4.9699 5.3086 0.1005
H 3.8166 6.5644 -3.7197 0.1003
H 3.9061 -4.8231 4.1842 0.1032
H -2.5110 3.0614 1.8131 0.0979
H -0.9870 1.2179 -0.7227 0.0913
H -3.8713 0.9733 -3.8574 0.1028
H 2.9345 -1.4596 0.2195 0.0965
H -0.4333 6.6709 -3.2729 0.1077
H 0.6910 -2.0926 0.9791 0.0832
H -3.8008 7.1031 1.7563 0.1004
H -0.5598 0.6470 3.0822 0.1009
H -2.7282 -6.3165 4.4614 0.1044
H 5.0045 -6.2670 -3.2951 0.1018
H 0.6872 -6.1479 0.7641 0.1076
H -4.0137 4.7728 2.6373 0.1027
H -1.6478 0.8145 -2.8138 0.0823
H 2.3530 -3.2169 3.0628 0.1053
H 3.5903 -4.0037 -0.2161 0.0909
H 3.2373 0.6147 -1.1206 0.1104
H -2.6003 -0.1666 0.3311 -0.0257
H 2.0940 -7.9193 1.8564 0.1052
H 1.1031 1.9082 -1.7863 0.0744
H -0.3417 4.3041 -2.5342 0.0994
H -3.5057 -1.3264 1.3268 0.0019
H 3.7180 -7.2247 3.6020 0.1076
H 1.5296 1.0926 1.7089 0.0707
H -1.3199 -2.7043 2.7088 0.0960
H 2.6874 -6.5727 -4.2427 0.1000
H -1.1079 -5.2140 3.1031 0.0867
H 0.2333 2.4537 -6.0554 0.1043
H -0.7718 3.6293 0.1231 0.0857
H -0.6426 4.4763 4.4860 0.1053
H 3.7687 4.2808 -2.7878 0.1040
H 1.2418 -4.1848 -1.0104 0.0911
H 1.6526 4.9538 3.5415 0.1002
H 0.7802 -5.6471 -3.0186 0.1062
H -4.7134 -2.5474 5.0004 0.1045
H -4.0366 1.9760 -6.1300 0.1058
H 1.6261 7.8347 -3.8547 0.1064
H -0.5434 6.0830 -0.5230 0.0860
```

Summary:
ΔE to the lowest compared entry with this formula, charge and spin	15.8	kJ/mol
E_HOMO	-9.30	eV
total energy	-80162.30630	eV

Entry 4:
ORCA calculation (the ωB97M-V functional and the def2-TZVPD basis) on a cluster of 4 separate species, C18H43O12PS4 in total.

```
78
Properties=species:S:1:pos:R:3:lowdin_charge:R:1
S -4.7961 -1.3113 4.4196 0.5660
S 3.0929 0.6994 -6.3725 0.5612
S 3.3857 1.4619 2.3863 0.5453
S -4.0854 -2.3519 -0.2157 0.6276
P -0.1386 -0.6458 0.3620 1.0141
O -5.3716 -0.0121 4.2384 -0.2757
O -3.4548 -1.5259 3.9491 -0.2882
O 4.4573 2.1821 3.3076 -0.2659
O 2.0623 0.3160 -5.4529 -0.2826
O -4.6159 -1.3031 -1.2751 -0.2279
O 3.0752 2.2780 -6.5211 -0.2656
O -4.8665 -1.7260 5.9492 -0.2635
O 4.4288 0.2441 -6.1397 -0.2720
O -3.5424 -3.4607 -0.9361 -0.2640
O 3.8785 0.1628 2.0306 -0.2845
O 2.9730 2.3466 1.3377 -0.2851
O -5.1610 -2.5887 0.7032 -0.2807
C -2.4585 -0.1738 -1.5242 -0.3363
C 1.1388 -0.1212 -2.3128 -0.1389
C -2.7839 -1.5115 0.6642 -0.2147
C -5.8687 -2.5308 3.7691 -0.1154
C -1.9517 -0.4371 -0.0869 -0.4305
C -2.0957 -1.1892 -2.6195 -0.0365
C 0.8949 0.2785 -0.8487 -0.4025
C 5.8315 2.2057 2.8331 -0.2432
C 0.3466 -2.4310 0.3311 -0.4109
C -3.8587 -1.1720 6.8367 -0.2452
C -3.9698 -0.0190 -1.4308 -0.1582
C -4.1272 0.2724 7.1924 -0.0729
C 4.4381 3.0952 -4.6307 -0.0701
C 0.1894 -3.3910 -0.8510 -0.1360
C 2.6216 0.3030 -8.0182 -0.1208
C 6.0499 3.2211 1.7352 -0.0727
C 3.0797 3.0569 -5.2912 -0.2396
C 2.0944 1.3179 3.5654 -0.1201
H 6.4024 2.4537 3.7252 0.1212
H 4.3989 3.7877 -3.7887 0.0829
H -4.0279 0.9230 6.3256 0.0718
H -0.8214 -3.7996 -0.8982 0.0574
H -3.4095 0.5875 7.9514 0.0813
H -5.1338 0.3882 7.5935 0.0852
H 5.5163 2.9484 0.8267 0.0714
H -6.8335 -2.4510 4.2627 0.0799
H -2.1738 0.4913 0.4465 0.0939
H -4.4002 0.3839 -2.3455 0.1349
H 0.7513 0.6245 -3.0073 0.0577
H 0.5003 1.2984 -0.7878 0.0705
H 2.4200 0.6553 4.3623 0.0763
H 2.6628 -0.7815 -8.0939 0.0777
H 5.7093 4.2071 2.0505 0.0851
H -1.6632 -2.0940 -2.2056 0.0539
H -2.8817 -1.3061 6.3718 0.1112
H 0.4073 -2.9194 -1.8052 0.0436
H 1.6125 0.6654 -8.1919 0.0751
H 2.7652 4.0454 -5.6184 0.1215
H -0.1624 -2.8499 1.2037 0.0557
H 1.2476 0.8919 3.0257 0.0501
H -3.9126 -1.8143 7.7131 0.1212
H 1.8499 0.3311 -0.3189 0.0431
H 6.1026 1.1973 2.5199 0.1125
H 1.3980 -2.3727 0.6337 0.0701
H -2.0729 0.8095 -1.8106 0.1388
H 0.8764 -4.2327 -0.7443 0.0708
H 4.7314 2.1145 -4.2609 0.0731
H -5.4211 -3.5095 3.9169 0.0837
H -5.9442 -2.3028 2.7077 0.0429
H -3.2738 -1.0825 1.5362 0.0844
H -2.1907 -2.3538 1.0231 0.0857
H -1.3991 -0.7600 -3.3335 0.0700
H 5.1976 3.4389 -5.3326 0.0853
H -2.9821 -1.5000 -3.1733 0.0874
H 2.2077 -0.1959 -2.5134 0.0706
H 1.8550 2.3091 3.9411 0.0763
H 0.6985 -1.0748 -2.5786 0.0315
H 2.3138 2.6528 -4.6287 0.1074
H 7.1165 3.2736 1.5118 0.0822
H -4.2629 0.6232 -0.5948 0.1349
H 3.3331 0.7598 -8.7007 0.0758
```

Summary:
E_HOMO	-7.97	eV
total energy	-96561.15548	eV

Entry 5:
ORCA calculation (the ωB97M-V functional and the def2-TZVPD basis) on a cluster of 2 separate species, C4H8O2 in total in a non-equilibrium geometry.

```
14
Properties=species:S:1:pos:R:3:lowdin_charge:R:1
O 0.8584 -0.0282 -0.3222 -0.1865
O -2.8989 0.5210 -0.7269 0.0352
C -1.8647 0.5345 -0.0952 -0.2916
C -1.3994 -0.6094 0.7228 -0.1696
C -0.4338 -0.4653 1.6319 0.0254
C 1.9325 0.3420 -1.1423 -0.1378
H -1.1924 1.4208 -0.1216 0.1251
H 2.3015 1.2932 -0.7398 0.0862
H -0.0230 -1.3246 2.1518 0.0778
H 0.2850 -0.7721 -0.5891 0.0838
H -1.9081 -1.5609 0.6180 0.1113
H 2.7505 -0.3862 -1.1038 0.0786
H -0.0387 0.5120 1.8941 0.0807
H 1.6309 0.5232 -2.1778 0.0813
```

Summary:
ΔE to the lowest compared entry with this formula, charge and spin	267.8	kJ/mol
E_HOMO	-9.68	eV
total energy	-8370.50628	eV